No. 1
The following is a quantum chemistry calculation of a 11-piece molecular cluster, C44H121N11O11 overall, from OMol25.

Geometry (Å):
H -8.720 -2.397 2.727
C -1.963 4.754 1.952
C -1.486 -6.579 1.724
H 1.527 -3.849 -5.866
O -0.760 -4.887 0.146
C -0.762 2.670 -3.287
H -7.144 -2.480 -2.706
H 1.666 3.827 5.517
C 2.582 -2.883 2.935
H -2.632 -3.084 -3.579
H 1.618 0.719 -5.842
H -1.305 4.830 1.087
C -1.850 0.564 4.129
H -2.841 3.208 -2.923
H -7.761 -0.073 -3.433
N -7.592 -1.176 0.918
H -1.587 -2.042 0.543
H -2.291 3.317 -4.676
H 6.586 -0.737 1.977
C -0.105 4.480 3.439
H 5.670 -2.382 -3.741
C 2.191 -4.005 -5.016
H -2.062 -1.605 6.703
H 4.792 9.692 -4.927
N -0.493 4.017 -2.760
H -2.045 0.036 -1.211
H -8.267 -3.736 1.715
H 0.363 5.697 5.134
H -3.665 -3.975 0.320
C -4.413 -3.735 -0.436
H -0.962 -5.257 -1.942
H -3.090 0.672 5.868
H -0.768 -0.612 -2.347
H -6.619 -1.342 2.751
H -6.378 -0.123 -4.569
C 2.709 9.207 -4.258
H -1.016 1.548 6.315
H -3.731 -3.637 5.430
H 0.539 -4.461 -1.294
C 1.098 -2.669 4.776
C 5.580 0.888 0.813
H 5.302 1.635 0.070
H 4.713 -1.334 -4.459
H 7.630 1.361 1.178
H -2.174 3.688 2.038
C -2.433 -1.346 5.711
H 4.470 -2.272 -1.645
C -2.160 0.206 5.543
H 2.234 7.376 -0.583
C -2.215 2.802 -3.718
C -7.117 -0.718 -4.032
H 0.387 4.323 -3.150
H -5.224 -2.925 5.995
C 7.117 0.497 0.755
H 2.731 11.191 -3.926
H -4.025 -3.029 -1.171
C -6.864 -1.984 1.905
C 0.936 5.309 4.292
N -1.119 -1.207 0.866
H 0.152 -2.659 4.235
H 0.381 -6.393 0.578
H 5.313 2.556 3.553
H 7.573 1.262 -1.255
H 0.672 2.846 -4.983
H -0.366 1.407 0.342
C -5.209 -2.508 -3.856
H 8.187 -0.642 2.036
O -3.816 -1.609 5.595
H 0.883 6.482 -1.404
C 1.355 6.585 3.606
C 3.572 -3.813 2.282
O 2.474 -2.919 -4.261
C 3.065 -0.727 -2.155
H 3.050 -4.653 -5.193
H -1.805 1.652 4.074
N 7.411 -0.716 1.394
H -1.058 4.702 -3.241
H 4.512 -2.772 0.598
N -5.839 -1.043 -2.044
C 1.799 2.395 -0.576
H 2.434 5.785 -1.184
H 1.669 -2.735 2.358
H -0.302 0.070 6.565
H -7.075 -0.400 0.529
N -1.170 0.587 6.584
C -2.919 -2.388 -4.367
H 2.845 -1.826 2.915
C -0.288 -0.766 -0.233
O -0.189 0.990 -4.891
H 2.561 10.950 -5.406
H -2.809 5.422 1.791
C 2.186 8.686 -2.845
C 7.716 0.355 -0.668
H -7.433 -3.596 3.216
H 0.416 -1.488 -0.645
H -1.917 -1.532 -1.389
H 2.584 5.103 5.448
C 3.371 -3.184 -3.169
H 0.267 4.051 2.508
C 0.323 2.136 -4.233
C -0.543 -4.561 -1.215
H -2.865 -7.905 2.191
H -0.828 0.250 3.917
H -0.457 3.659 4.063
H 2.770 -2.873 0.368
C 0.594 0.345 -5.850
H -2.425 0.161 3.295
H 1.359 -1.683 5.161
C -5.514 -2.602 1.441
H -7.811 -1.196 -4.724
H 0.824 -3.391 5.545
H -4.834 -3.321 -3.235
O -1.265 5.211 3.134
H 3.664 -4.258 0.113
O 1.274 1.131 -0.868
H 3.528 0.224 -1.890
C 5.228 2.560 2.467
H -2.853 -2.988 -5.275
C -0.692 -6.248 0.452
H -4.510 -4.511 -1.195
H -5.144 -3.295 2.197
H -4.911 -1.709 1.277
H -2.098 -1.678 -4.462
C -6.445 -1.791 -3.180
H 5.011 0.044 0.422
C 4.297 9.207 -4.086
H 2.680 2.289 0.056
H -2.354 -5.929 1.622
H 2.158 2.874 -1.487
C 3.635 -3.394 0.777
H -5.610 -3.104 -4.676
N -1.974 -7.963 1.718
H 4.535 -3.674 2.772
H 1.670 -4.567 -4.241
H 4.540 9.928 -3.306
C 0.367 0.641 0.086
H 0.817 0.601 1.078
C -1.238 -0.680 -1.366
H 8.769 0.073 -0.651
H 2.561 9.216 -1.969
H -2.643 1.811 -3.872
H 2.422 8.465 -5.004
H 3.511 -5.612 3.042
O -5.699 -3.351 0.207
H -7.610 -1.657 0.030
H -1.229 -6.603 3.835
O 5.116 1.164 2.128
C 1.944 6.731 -1.413
N 5.132 -1.546 -3.565
H 0.237 0.620 -6.843
H 2.261 -0.500 -2.856
H 4.364 3.111 2.094
H -2.388 -8.154 0.817
H 1.173 2.006 -3.563
C -4.139 -2.835 6.045
O -4.169 -1.661 -4.240
H 2.735 -3.683 -2.437
H 7.274 -0.545 -1.095
N 3.107 -5.183 2.221
H 0.425 7.141 3.491
C -7.868 -3.000 2.414
N 2.268 10.531 -4.535
H 1.227 3.107 0.017
C 4.056 -1.924 -2.592
H 4.752 8.248 -3.839
H -5.565 -1.740 -1.366
H 2.663 -1.116 -1.220
H -0.671 -1.477 1.729
O 2.257 -3.320 4.236
H -1.124 -6.821 -0.369
H 0.609 -0.727 -5.652
H 2.113 -5.195 2.398
O 2.310 7.235 -2.724
H 4.166 -3.838 -3.526
H 1.767 6.355 2.623
C -0.640 -6.364 2.950
H 2.032 7.107 4.283
H -5.032 -0.664 -2.517
H 6.161 2.812 1.963
H -0.473 -5.291 3.045
H -1.777 -1.993 5.128
H -0.986 -3.632 -1.575
H 1.105 8.824 -2.820
N 1.944 4.562 4.884
H -3.878 -3.099 7.070
H -0.811 1.933 -2.486
H 0.278 -6.951 2.993

Computed properties:
SMILES = COC[C@H](C)N.COC[C@H](C)N.COC[C@H](C)N.COC[C@H](C)N.COC[C@H](C)N.COC[C@H](C)N.COC[C@H](C)N.COC[C@H](C)N.COC[C@H](C)N.COC[C@H](C)N.COC[C@H](C)N
max |F| = 0.0826 hartree/bohr
LUMO energy = 0.01648 hartree
orbital gap = 9.432 eV

=====

No. 2
The following is a quantum chemistry calculation of one molecule with the formula C18H23NO4S, from OMol25.

Geometry (Å):
H 1.867 -1.234 4.455
C 0.108 0.904 4.446
H -2.195 -1.082 0.195
S -2.357 -1.055 -2.553
C 0.904 -2.459 0.704
C 1.998 0.605 -2.056
C 1.609 -0.294 -1.094
C -1.931 1.990 -3.267
C 1.107 0.469 3.381
C 0.333 -0.649 -2.828
H -2.633 1.341 -3.784
H 3.276 -0.803 2.394
H 1.226 -2.968 -0.206
C -0.790 -1.280 -3.537
C -1.985 -0.056 -0.067
C -1.693 0.901 0.887
H 2.031 1.040 3.490
H 1.216 0.877 -4.120
H -1.668 0.638 1.932
H -0.102 -2.069 0.540
C -2.032 0.293 -1.403
O 3.008 0.456 0.597
H 0.511 0.731 5.441
O -2.547 -2.256 -1.786
H -0.949 -0.845 -4.518
C 2.194 -0.393 0.256
C 2.409 -1.467 2.396
H -2.267 3.021 -3.349
H -1.188 2.954 1.215
N 1.832 -1.413 1.067
H -0.822 0.344 4.357
C -1.823 1.597 -1.829
C -1.436 2.201 0.483
H -1.330 3.564 -1.159
O 0.596 -1.058 -1.571
H -0.960 1.915 -3.753
O -3.398 -0.697 -3.481
H -0.119 1.963 4.349
C 1.174 0.374 -3.175
H 0.709 0.689 2.388
C 1.425 -1.020 3.480
H 2.743 -2.491 2.589
H 0.870 -3.187 1.511
H 2.779 1.328 -1.952
H 0.501 -1.599 3.398
H -0.691 -2.362 -3.603
C -1.511 2.543 -0.855

Computed properties:
SMILES = CCCCN(C)C(=O)c1ccc(CS(=O)(=O)c2ccccc2C)o1
max |F| = 0.0261 hartree/bohr
LUMO energy = 0.01922 hartree
orbital gap = 9.414 eV

=====

No. 3
The following is a quantum chemistry calculation of C22H25BN12O3STl as an isolated structure, from OMol25.

Geometry (Å):
C -1.106 5.022 -4.737
N 0.381 -2.512 -0.944
N -0.482 -2.095 1.343
H -3.177 1.994 -1.828
N -1.126 1.887 -1.927
N 1.726 -0.287 0.823
C 3.703 -6.444 0.288
O -1.018 3.454 2.713
C -3.193 0.244 1.607
H -0.643 5.897 -4.284
H -0.576 -4.985 1.544
H -3.316 3.900 -3.454
H 2.226 2.197 2.256
Tl 0.018 0.498 -0.331
H -1.286 -1.378 -4.694
C -0.414 -1.764 -2.817
C 2.474 -5.684 0.640
N 3.083 -1.464 -2.557
C -1.168 3.922 -3.734
H -0.109 -0.162 -4.187
N -0.015 3.378 -3.392
H 3.784 -7.338 0.899
H 3.892 2.092 1.664
N 1.167 -3.991 0.852
H 4.580 -5.818 0.428
H -0.515 -3.320 3.057
C 1.252 -6.178 1.140
O 2.901 -0.758 -1.623
N -0.450 1.910 1.038
N 1.899 -1.615 0.939
C -0.734 2.687 1.881
C -0.010 2.403 -2.500
H -4.196 -0.178 1.619
C 3.605 -0.645 1.944
H 1.006 -7.190 1.393
H 3.358 -2.855 1.804
C 2.751 0.323 1.411
H 3.668 -6.743 -0.759
H -2.095 5.294 -5.096
H 4.504 -0.470 2.496
B 0.761 -2.571 0.558
H -0.468 4.727 -5.568
H -1.708 -0.196 -3.444
C 0.219 -3.576 -1.743
C -2.183 -0.828 1.786
H -3.122 0.971 2.413
N -0.015 -1.405 -1.598
C 0.449 -5.070 1.244
C -0.974 -2.518 2.514
H -0.535 -3.742 -3.802
H 2.546 2.242 0.526
C 2.865 1.800 1.467
H -3.019 0.756 0.663
H -2.694 -1.824 3.698
C -2.073 -1.751 2.830
S 1.472 1.701 -2.032
H 0.463 -4.569 -1.430
N -1.208 -1.046 0.906
C -0.288 -3.148 -2.947
N 2.398 -4.380 0.470
C -0.909 -0.816 -3.844
C -2.288 2.422 -2.276
C 3.028 -1.854 1.620
O 2.500 -1.721 -3.558
C -2.370 3.465 -3.179

Computed properties:
max |F| = 0.0315 hartree/bohr
LUMO energy (alpha / beta) = 0.01527 / -0.03898 hartree
<S²> = 0.75
spin multiplicity = 2
orbital gap (alpha / beta) = 8.699 / 7.261 eV

=====

No. 4
The following is a quantum chemistry calculation of a 2-piece molecular cluster, C4H8N2O overall, from OMol25.

Geometry (Å):
C 0.917 -1.423 -0.112
H -1.851 -0.241 0.129
H -1.880 0.935 -1.198
N 0.571 -0.186 -2.278
H -0.325 -0.821 2.034
C 0.400 -0.099 1.688
C 0.583 -0.265 -1.003
H 1.192 -0.898 -2.672
H 0.333 1.644 -0.450
C -1.504 0.740 -0.191
H 1.435 -0.336 1.906
N -0.036 0.728 -0.201
O 1.839 -2.174 -0.211
H 0.186 0.900 2.049
H -1.860 1.496 0.510

Computed properties:
max |F| = 0.0275 hartree/bohr
LUMO energy (alpha / beta) = 0.00173 / -0.00216 hartree
orbital gap (alpha / beta) = 7.493 / 7.053 eV

=====

No. 5
The following is a quantum chemistry calculation of C40H30ClIOPPdS as an isolated structure, from OMol25.

Geometry (Å):
C -1.756 -3.129 0.249
H -4.851 -0.405 -1.785
S 1.582 -1.902 -1.283
O 0.983 -0.593 -1.787
C -1.765 -0.378 -3.368
C -3.506 -2.909 2.392
C -2.491 -1.955 0.429
C 4.733 -1.813 1.190
C -5.814 1.280 -0.885
C 3.339 -4.433 -3.885
C 2.800 0.253 3.092
H 4.052 -5.246 -3.851
H 5.041 -2.311 2.099
C 5.522 -0.815 0.638
C -4.752 0.414 -1.084
C -3.448 1.659 0.481
C -3.180 -2.678 -4.012
H -6.511 3.020 0.162
H 0.800 -1.517 -3.996
H -4.385 3.355 1.387
C 1.165 -1.507 3.335
H -4.188 -2.821 3.227
C 3.529 -2.153 0.589
H 5.746 0.622 -0.943
H 6.452 -0.540 1.117
C -4.500 2.534 0.693
C -2.615 -1.904 -5.016
C -2.781 -4.075 2.206
H 4.189 3.376 1.256
H 2.821 -1.236 4.650
C 2.680 1.874 1.310
H -1.064 -3.216 -0.580
H 5.348 2.506 3.266
P -2.152 -0.548 -0.657
Pd -0.110 0.607 -0.270
H -3.939 -0.944 1.658
C -2.338 -1.146 -2.355
H 3.032 -4.583 -6.002
H -1.195 0.510 -3.116
H -1.472 -0.145 -5.476
H -0.410 -1.546 1.872
H -2.896 -4.900 2.896
I 1.737 2.662 -0.390
C 0.488 -1.029 2.188
C -3.365 -1.849 1.505
H 3.458 -4.043 -1.777
H 3.601 0.005 -2.040
C -5.686 2.338 0.004
C -3.549 0.587 -0.401
C 5.125 -0.157 -0.523
H 1.411 -2.723 -6.085
H 0.774 -2.368 3.863
C 2.097 -2.714 -2.788
H 4.462 0.524 4.434
C -1.907 -4.186 1.130
C 0.949 0.053 1.495
C 4.459 2.005 2.906
C 2.765 -4.057 -5.094
C 3.967 0.909 3.551
H 2.877 -2.896 1.032
C 3.154 -1.495 -0.571
H -6.739 1.131 -1.425
Cl -1.973 1.932 1.380
C 2.295 -0.883 3.771
H -3.501 -2.900 -1.906
C -3.049 -2.298 -2.684
C -1.912 -0.750 -4.694
H -2.723 -2.200 -6.051
C 3.802 2.502 1.762
H -1.342 -5.097 0.980
H -3.729 -3.575 -4.262
C 3.935 -0.499 -1.141
C 2.120 0.732 1.936
C 1.508 -2.333 -3.981
C 1.855 -3.013 -5.142
C 3.005 -3.763 -2.720

Computed properties:
max |F| = 0.0029 hartree/bohr
LUMO energy (alpha / beta) = -0.07404 / -0.13854 hartree
<S²> = 2.01
spin multiplicity = 3
charge = +1
orbital gap (alpha / beta) = 8.244 / 6.656 eV

=====

No. 6
The following is a quantum chemistry calculation of one molecule with the formula C5H7N7O, from OMol25.

Geometry (Å):
N -0.603 -0.726 0.674
H 2.975 -1.465 -0.462
C -1.000 -1.866 1.309
N -0.073 -2.820 1.237
O -2.836 -2.985 2.317
H 1.016 -0.081 -2.139
N 0.953 0.572 -1.365
N -3.115 -0.853 1.643
N 0.964 -2.226 0.654
H 3.530 -0.227 0.469
H 0.838 1.538 -1.585
C -2.648 0.365 1.183
H -4.107 -0.956 1.708
H -0.924 1.419 0.440
C -2.376 -1.977 1.838
N 1.564 0.116 -0.258
C -1.387 0.416 0.721
N 2.927 -0.447 -0.297
C 0.662 -0.987 0.358
H -3.370 1.056 1.317

Computed properties:
max |F| = 0.1471 hartree/bohr
LUMO energy (alpha / beta) = 0.02056 / -0.11296 hartree
<S²> = 2.02
spin multiplicity = 3
orbital gap (alpha / beta) = 5.826 / 5.439 eV